The following is a quantum chemistry calculation of a 2-piece molecular cluster, C2H3ClIN overall in a non-equilibrium geometry, from OMol25.

## Properties
Lowest unoccupied orbital energy: 0.107 eV
E_HOMO: -8.17 eV
Energy above the lowest of the compared OMol25 structures with the same formula, charge and spin: 56.7 kcal per mole
Gap between HOMO and LUMO: 8.280 eV

Each line ends with the natural charge from an NBO analysis.
Element x y z (Å)
C  0.7638  0.5771  -1.0626  0.046
C  0.1358  -1.1842  0.4416  -0.217
N  0.6235  -0.4754  -0.4751  -0.313
Cl  1.8655  1.1369  -2.1491  0.080
I  -1.8777  2.0392  1.4284  -0.111
H  0.4747  -1.0503  1.4337  0.207
H  -0.5491  -1.8966  0.0435  0.200
H  -1.4364  0.8533  0.3394  0.108